Run one
Computed, not measured: the molecule C4H7NO, with the ωB97M-V functional and the def2-TZVPD basis.

Each atom is followed by the atoms it is bonded to, with distances in Å.
Positions of all 13 atoms, in Å:
1 C -0.744 -1.358 -0.142  N2 1.684, H7 1.117, H8 1.083, H9 1.100
2 N 0.634 -0.566 0.415  C1 1.684, C3 1.457, H10 1.035
3 C 0.206 0.733 0.918  N2 1.457, C4 1.481, H11 1.093, H12 1.099
4 C -0.088 1.361 -0.392  C3 1.481, C5 1.339, H13 1.075
5 C 0.726 0.780 -1.283  C4 1.339, O6 1.170
6 O 1.313 0.515 -2.260  C5 1.170
7 H -1.178 -1.014 -1.113  C1 1.117
8 H -0.385 -2.373 -0.255  C1 1.083
9 H -1.527 -1.266 0.626  C1 1.100
10 H 1.370 -0.953 1.030  N2 1.035
11 H -0.634 0.678 1.616  C3 1.093
12 H 1.021 1.253 1.441  C3 1.099
13 H -0.714 2.209 -0.600  C4 1.075

Properties
Gap between HOMO and LUMO = 9.09 eV
SMILES = CNCC=C=O
Molar mass = 85.1 g mol⁻¹

Atomic partial charges in e from the natural (NBO) method, atoms 1 to 8: C -0.402; N -0.644; C -0.223; C -0.588; C 0.744; O -0.499; H 0.224; H 0.205

=====

Run two
Computed, not measured: the molecule C4H7NO, with the ωB97M-V functional and the def2-TZVPD basis.

Each atom is followed by the atoms it is bonded to, with distances in Å.
Positions of all 13 atoms, in Å:
1 C -1.370 -0.485 0.388  C2 1.573, H7 1.090, H8 1.110, H9 1.092
2 C -0.309 -0.045 -0.687  C1 1.573, C3 1.566, N6 1.463, H10 1.105
3 C 0.560 1.205 -0.323  C2 1.566, C4 1.538, H11 1.101, H12 1.091
4 C 1.408 0.159 0.419  C3 1.538, O5 1.201, N6 1.384
5 O 2.183 0.145 1.337  C4 1.201
6 N 0.870 -0.847 -0.363  C2 1.463, C4 1.384, H13 1.011
7 H -2.271 -0.923 -0.044  C1 1.090
8 H -0.975 -1.265 1.072  C1 1.110
9 H -1.622 0.340 1.058  C1 1.092
10 H -0.544 -0.096 -1.766  C2 1.105
11 H 1.154 1.577 -1.172  C3 1.101
12 H 0.137 2.061 0.206  C3 1.091
13 H 0.779 -1.826 -0.126  N6 1.011

Properties
Gap between HOMO and LUMO = 10.75 eV
SMILES = C[C@H]1CC(=O)N1
Molar mass = 85.1 g mol⁻¹

Atomic partial charges in e from the natural (NBO) method, atoms 1 to 8: C -0.641; C -0.046; C -0.511; C 0.689; O -0.571; N -0.628; H 0.223; H 0.214

=====

Run three
Computed, not measured: a cluster of 2 separate species, C4H7NO in total, with the ωB97M-V functional and the def2-TZVPD basis.

Each atom is followed by the atoms it is bonded to, with distances in Å.
Positions of all 13 atoms, in Å:
1 C 2.302 -0.797 0.362  C2 1.507, H5 1.094, H6 1.093, H7 1.092
2 C 0.963 -0.270 -0.085  C1 1.507, C3 1.312, H8 1.084
3 C 0.520 0.926 0.221  C2 1.312, O4 1.174
4 O 0.109 1.990 0.500  C3 1.174
5 H 3.070 -0.652 -0.405  C1 1.094
6 H 2.241 -1.868 0.570  C1 1.093
7 H 2.643 -0.307 1.276  C1 1.092
8 H 0.311 -0.849 -0.730  C2 1.084
9 C -2.578 0.130 -0.050  N10 1.269, H11 1.096, H12 1.092
10 N -2.169 0.325 -1.236  C9 1.269, H13 1.023
11 H -2.609 0.897 0.732  C9 1.096
12 H -2.918 -0.869 0.231  C9 1.092
13 H -1.883 1.300 -1.347  N10 1.023

Properties
Gap between HOMO and LUMO = 9.61 eV
SMILES = CC=C=O.C=N
Molar mass = 85.1 g mol⁻¹

Atomic partial charges in e from the natural (NBO) method, atoms 1 to 8: C -0.603; C -0.553; C 0.717; O -0.488; H 0.213; H 0.220; H 0.216; H 0.275

=====

Run four
Computed, not measured: the molecule C4H7NO, with the ωB97M-V functional and the def2-TZVPD basis.

Each atom is followed by the atoms it is bonded to, with distances in Å.
Positions of all 13 atoms, in Å:
1 C -1.411 -0.578 0.858  N2 1.288, H7 1.093, H8 1.082
2 N -0.800 0.532 1.087  C1 1.288, C3 1.392
3 C 0.589 0.601 1.132  N2 1.392, C4 1.757, H9 1.093, H10 1.090
4 C 0.811 -0.355 -0.325  C3 1.757, C5 1.499, O6 1.191
5 C 0.281 0.298 -1.565  C4 1.499, H11 1.091, H12 1.090, H13 1.084
6 O 1.535 -1.297 -0.241  C4 1.191
7 H -1.001 -1.580 1.011  C1 1.093
8 H -2.486 -0.532 0.750  C1 1.082
9 H 1.067 -0.007 1.905  C3 1.093
10 H 0.952 1.623 1.022  C3 1.090
11 H -0.336 -0.427 -2.097  C5 1.091
12 H 1.123 0.555 -2.207  C5 1.090
13 H -0.324 1.167 -1.330  C5 1.084

Properties
Gap between HOMO and LUMO = 9.47 eV
SMILES = C=NCC(C)=O
Molar mass = 85.1 g mol⁻¹

Atomic partial charges in e from the natural (NBO) method, atoms 1 to 8: C -0.096; N -0.392; C -0.350; C 0.633; C -0.741; O -0.535; H 0.160; H 0.177

=====

Tell me which of them is the most stable. Sure, it is run two.